A 2-piece molecular cluster, C4H13N2O overall at a distorted geometry. Source: the Open Molecules 2025 dataset; level of theory: ωB97M-V/def2-TZVPD.

Atoms and positions in Å:
N: -0.52360 0.50745 -1.40691
C: -1.54811 1.60489 -1.55741
O: -0.85870 2.79644 -1.90633
H: -0.79661 -0.41130 -1.74999
H: 0.31951 0.74785 -1.94354
H: -2.24499 1.24011 -2.31740
H: -2.00717 1.66591 -0.55794
H: -1.53316 3.46991 -2.03028
C: 0.16025 -2.12853 1.58133
C: 0.95477 -0.95243 1.11397
C: 2.24706 -0.97209 0.73134
N: 0.25020 0.34285 1.10720
H: 0.73781 -3.09041 1.53871
H: -0.33453 -2.03479 2.58954
H: -0.66714 -2.25950 0.80342
H: 2.79551 -0.18986 0.23248
H: 2.82561 -1.90670 0.80387
H: -0.56969 0.19773 1.72014
H: -0.10076 0.40480 -0.37047
H: 0.89375 0.96768 1.61826

Summary:
lowest unoccupied orbital energy	-3.0	eV
multiplicity	1
ΔE to the lowest compared entry with this formula, charge and spin	218.0	kJ/mol
molecular weight	105.161	g mol⁻¹
charge	+1
E	-344.68380	Ha
HOMO level	-0.4797	Eh


A 2-piece molecular cluster, C4H13N2O overall at a distorted geometry. Source: the Open Molecules 2025 dataset; level of theory: ωB97M-V/def2-TZVPD.

Atoms and positions in Å:
C: -0.04793 0.97664 2.13942
C: -0.69834 0.58200 -1.49803
C: 1.51374 0.21856 -0.78765
C: -0.59674 -0.15025 1.37322
N: 0.09593 -1.73604 -0.97287
N: 0.17853 -0.26869 -0.75695
O: -1.84998 -0.05322 1.11071
H: -0.29105 0.78965 3.19489
H: -0.44569 1.84385 1.76376
H: 1.06242 0.95735 2.21243
H: -0.83834 1.45710 -0.88407
H: -0.35920 0.80381 -2.54878
H: -1.63263 0.10402 -1.67763
H: 2.26735 -0.54608 -0.71201
H: 1.52593 0.64101 -1.78721
H: 1.56658 0.86155 -0.02655
H: -0.14585 -1.24197 1.60203
H: 0.84716 -2.13716 -0.46282
H: 0.04080 -2.19165 -1.93373
H: -2.19269 -0.91047 0.65184

Summary:
lowest unoccupied orbital energy (spin up / spin down)	-3.1 / -7.5	eV
multiplicity	3
ΔE to the lowest compared entry with this formula, charge and spin	209.1	kJ/mol
molecular weight	105.161	g mol⁻¹
<S²>	2.007
charge	+1
E	-344.45976	Ha
HOMO level (spin up / spin down)	-0.3652 / -0.5570	Eh


A 2-piece molecular cluster, C4H13N2O overall at a distorted geometry. Source: the Open Molecules 2025 dataset; level of theory: ωB97M-V/def2-TZVPD.

Atoms and positions in Å:
C: -0.77195 3.13130 -1.43827
C: 0.33175 2.35579 -0.83095
O: 0.30922 1.08695 -0.75000
N: 1.27780 2.96534 -0.15332
H: -1.03228 2.84278 -2.45941
H: -0.53495 4.18785 -1.43313
H: 1.86343 2.48850 0.52129
H: 1.58893 3.88581 -0.44572
H: -1.69262 2.97932 -0.86663
C: -0.41841 -2.75812 1.07476
C: 0.46439 -3.15580 -0.09663
N: -0.55774 -1.25176 1.23943
H: -1.39928 -3.15601 1.02763
H: -0.04615 -3.18431 2.00287
H: 1.25080 -3.78635 0.32040
H: 1.09724 -2.34224 -0.45508
H: 0.19317 -0.83617 0.68723
H: -0.54924 -0.96353 2.21238
H: -1.36529 -0.83146 0.77202
H: -0.00881 -3.65789 -0.92886

Summary:
lowest unoccupied orbital energy (spin up / spin down)	-8.0 / -12.8	eV
multiplicity	2
ΔE to the lowest compared entry with this formula, charge and spin	143.8	kJ/mol
molecular weight	105.161	g mol⁻¹
<S²>	0.755
charge	+2
E	-344.24968	Ha
HOMO level (spin up / spin down)	-0.7197 / -0.7197	Eh


A 2-piece molecular cluster, C4H13N2O2 overall at a distorted geometry. Source: the Open Molecules 2025 dataset; level of theory: ωB97M-V/def2-TZVPD.

Atoms and positions in Å:
C: -0.21340 0.82033 1.30456
N: 0.91323 -0.09569 1.30161
C: 0.38094 -1.59025 1.32354
O: -0.44105 -1.93146 0.35328
C: -0.04383 2.05506 0.31188
N: -0.52134 1.90192 -1.03724
C: 0.35267 1.71212 -2.20130
H: -1.26149 0.42691 1.37642
H: -0.03544 1.30292 2.29596
H: 1.47481 0.07096 0.38501
H: 1.32795 -2.22615 1.23533
H: -0.15877 -1.64169 2.29230
H: -0.70222 2.89981 0.77313
H: 0.92870 2.48631 0.33156
H: -1.36512 1.20370 -1.16235
H: -0.18761 1.49742 -3.11482
H: 0.78838 2.64351 -2.41515
H: 1.16189 1.03957 -2.14089
H: -0.53283 -3.59243 -0.00078
H: -1.31162 -4.47394 -0.91937
O: -0.55385 -4.50894 -0.29266

Summary:
lowest unoccupied orbital energy	3.8	eV
multiplicity	1
ΔE to the lowest compared entry with this formula, charge and spin	196.4	kJ/mol
molecular weight	121.160	g mol⁻¹
charge	-1
E	-420.14403	Ha
HOMO level	-0.1166	Eh


A 2-piece molecular cluster, C4H13N2O2 overall at a distorted geometry. Source: the Open Molecules 2025 dataset; level of theory: ωB97M-V/def2-TZVPD.

Atoms and positions in Å:
O: -0.99428 0.10360 3.55613
C: -0.17957 0.82083 2.98548
C: -0.09350 0.74252 1.49899
C: -1.19729 -0.08182 0.81026
C: -1.12598 -0.32360 -0.74772
N: 0.04257 -1.13596 -1.32926
N: 1.30384 0.09851 1.19395
H: 0.32189 1.68362 3.34414
H: -0.10801 1.74641 1.09658
H: -2.05662 0.44429 0.95754
H: -1.26535 -1.06159 1.39122
H: -1.19882 0.68179 -1.43229
H: -2.02217 -0.93387 -1.04428
H: 0.07032 -2.07253 -1.45894
H: 0.82358 -1.02853 -0.76759
H: 0.14814 -0.83630 -2.36936
H: 1.53291 -0.42226 2.07811
H: 2.10983 0.69936 1.00287
H: 1.54107 -0.38951 -4.07774
H: 0.94206 1.06164 -3.36927
O: 1.40536 0.20341 -3.31883

Summary:
lowest unoccupied orbital energy	-3.3	eV
multiplicity	1
ΔE to the lowest compared entry with this formula, charge and spin	359.2	kJ/mol
molecular weight	121.160	g mol⁻¹
charge	+1
E	-419.88861	Ha
HOMO level	-0.4858	Eh


A 3-piece molecular cluster, C4H13N2O2 overall at a distorted geometry. Source: the Open Molecules 2025 dataset; level of theory: ωB97M-V/def2-TZVPD.

Atoms and positions in Å:
O: 0.66603 1.74191 1.61293
C: 0.24765 1.41772 0.40056
N: 0.34383 2.46989 -0.59723
C: -0.14547 0.13163 0.00328
N: -1.15807 -0.08433 2.04201
C: 0.24389 -2.42357 0.68944
C: 0.76742 -0.97241 0.31173
H: 1.27214 2.88465 -0.64367
H: -0.27157 3.10479 -0.23414
H: -0.89146 0.08096 -0.80363
H: -2.06197 -0.08913 1.49885
H: -1.45748 -0.20760 3.03844
H: -0.08511 1.20194 1.98010
H: 0.46308 -2.60659 1.73296
H: -0.86353 -2.42345 0.70242
H: 0.62462 -3.21871 0.07133
H: 1.58751 -0.92848 -0.39374
H: 1.25109 -0.76241 1.24814
H: -0.64569 -0.29261 -4.46723
H: 0.13871 0.90486 -4.29556
O: -0.02559 0.07095 -3.89700

Summary:
lowest unoccupied orbital energy	-7.7	eV
multiplicity	1
ΔE to the lowest compared entry with this formula, charge and spin	832.9	kJ/mol
molecular weight	121.160	g mol⁻¹
charge	+1
E	-419.70821	Ha
HOMO level	-0.4969	Eh


A 2-piece molecular cluster, C4H13N2O2 overall at a distorted geometry. Source: the Open Molecules 2025 dataset; level of theory: ωB97M-V/def2-TZVPD.

Atoms and positions in Å:
N: -0.34464 -0.98432 2.48311
C: -1.21168 -0.82842 1.32306
C: -0.43151 -1.37244 0.07950
N: -0.40517 -0.83395 -1.11579
C: -1.57477 -0.08572 -1.55206
C: 0.73724 -1.16611 -2.04016
O: 0.26758 -2.39972 0.37043
H: 0.13216 -2.84749 1.21894
H: -0.86659 -0.87666 3.34283
H: 0.35519 -0.25231 2.43370
H: -1.43388 0.21621 1.06090
H: -2.06924 -1.49121 1.40499
H: -2.54458 -0.61097 -1.44199
H: -1.59089 0.96924 -1.23671
H: -1.47986 -0.08014 -2.65194
H: 1.39674 -1.76949 -1.44351
H: 0.22821 -1.76527 -2.80510
H: 1.15498 -0.21200 -2.36754
H: 3.34538 6.00258 0.25115
H: 2.20241 6.34564 1.11408
O: 2.39662 6.14383 0.17762

Summary:
lowest unoccupied orbital energy	-3.5	eV
multiplicity	1
ΔE to the lowest compared entry with this formula, charge and spin	247.7	kJ/mol
molecular weight	121.160	g mol⁻¹
charge	+1
E	-419.93108	Ha
HOMO level	-0.4948	Eh


A 2-piece molecular cluster, C4H13N2O2 overall at a distorted geometry. Source: the Open Molecules 2025 dataset; level of theory: ωB97M-V/def2-TZVPD.

Atoms and positions in Å:
C: 0.94523 -0.51746 0.33403
C: -0.04419 0.62951 0.80342
C: -1.15997 0.92612 -0.05210
C: -2.34461 0.10907 -0.42071
N: -3.40740 0.03546 0.58738
O: -2.13812 -1.25304 -0.89164
N: 1.22036 -0.49124 -1.08103
H: 1.77239 -0.28440 1.01702
H: 0.68655 -1.54566 0.63471
H: -0.31172 0.45943 1.85305
H: 0.58408 1.53619 0.72205
H: -1.33417 1.89773 -0.53388
H: -2.63733 0.61090 -1.36159
H: -4.37155 0.06515 0.28264
H: -3.10381 0.70055 1.29565
H: -2.24731 -1.80569 -0.10415
H: 0.95592 0.32293 -1.60238
H: 0.85946 -1.38676 -1.37156
H: 5.70228 1.49298 0.45967
H: 6.41432 0.37697 1.18171
O: 5.68372 0.53470 0.57287

Summary:
lowest unoccupied orbital energy	-7.5	eV
multiplicity	1
ΔE to the lowest compared entry with this formula, charge and spin	589.8	kJ/mol
molecular weight	121.160	g mol⁻¹
charge	+1
E	-419.80078	Ha
HOMO level	-0.4904	Eh